48
Properties=species:S:1:pos:R:3 method="wB97M-V/def2-TZVPD" s2=4.14 charge=+1 max_force_ha_per_bohr=0.020 homo_energy_ev="-9.371 / -9.735" total_energy_ev=-61520.050 lumo_energy_ha="-0.1181 / -0.1252" gap_ev="6.158 / 6.329" multiplicity=4 mol_weight_da=372.41
V 2.01517 -0.75829 -2.57200
N 1.24014 -0.25610 -4.58478
C -0.22397 -0.00553 -4.48874
C -0.54557 1.24199 -3.62824
N 0.38694 1.45352 -2.52819
C -0.26529 -0.17285 -0.74586
C 1.88375 -0.94275 0.45874
N 2.41052 -1.66369 -0.74383
C 1.48453 2.38270 -2.83085
C 2.78752 2.07159 -2.11546
N 3.39440 0.81107 -2.61780
H 1.66250 0.49811 -5.11766
H 1.38172 -1.09099 -5.15121
H -0.66996 -0.88938 -4.03438
H -0.67348 0.13121 -5.47465
H -1.55226 1.10683 -3.22686
H -0.56062 2.13622 -4.25421
H -0.99708 -0.88404 -1.16743
H -0.85159 0.69280 -0.41282
H 2.21637 -1.45795 1.35627
H 2.34116 0.05187 0.45160
H 1.95826 -2.57914 -0.76839
H 3.39536 -1.85995 -0.57858
H 1.17872 3.38559 -2.51821
H 1.68692 2.43753 -3.91119
H 2.59510 1.95688 -1.05102
H 3.46425 2.91717 -2.26090
H 4.21129 0.58900 -2.05488
H 3.74272 0.97643 -3.55913
C -4.42920 0.34618 6.77664
C -3.62717 0.17187 5.52072
O -3.47090 0.99843 4.66846
S -2.88784 -1.47369 5.43676
C -1.95880 -1.38149 3.93935
C -0.59021 -1.64989 3.97723
C 0.17987 -1.52912 2.84493
C -0.37761 -1.10897 1.60542
C -1.79120 -0.94181 1.58614
C -2.55830 -1.06773 2.71835
C 0.39092 -0.81572 0.45796
C 0.69601 0.25045 -1.83224
H -5.39908 0.78065 6.53738
H -3.90077 1.05029 7.42099
H -4.55855 -0.59627 7.30419
H -0.13720 -1.94046 4.91651
H 1.23696 -1.73593 2.93286
H -2.28774 -0.71645 0.65312
H -3.62673 -0.92020 2.66587